Formula: C35H53F5N3O22
Source: OMol25
Level of theory: the ωB97M-V functional and the def2-TZVPD basis

**Highest occupied orbital energy**: -11.843 eV

```
! RIJCOSX wB97M-V def2-TZVPD def2/J DEFGRID3
* xyz 1 1
H 7.297 0.181 1.654
H -3.381 -4.053 -1.279
C -0.571 5.344 -1.956
H 3.995 1.334 -1.915
H -0.487 1.683 -3.184
C 3.550 -4.257 4.025
O 2.085 -2.508 4.097
H -0.914 2.436 -1.416
F -1.317 -2.788 -1.628
C 1.944 0.597 7.972
H -3.038 -0.598 2.082
O -5.521 1.583 -1.380
O -1.796 3.379 -8.859
C -5.503 -0.617 -1.984
N -1.210 0.229 -1.613
C 2.218 -3.797 3.528
O 6.061 -0.870 -3.830
H -5.729 -4.062 1.422
C -6.212 -6.164 1.558
H -6.503 0.163 -0.233
C -0.819 6.806 -1.775
C 3.556 0.265 -2.174
C 1.984 0.446 -2.636
H 5.793 -0.770 2.332
O -0.080 -0.237 7.327
O 4.269 -3.050 4.191
H -2.238 -2.315 2.382
F -2.644 -5.138 0.429
H -1.534 -0.364 -2.425
N -2.211 -1.356 0.252
H 6.059 2.972 -4.223
H -0.392 1.421 0.783
H -4.340 0.929 -6.489
O -7.691 -4.471 1.950
H 8.382 2.692 -3.729
O -4.771 0.135 -2.933
H 2.877 -1.431 -0.647
H 0.059 1.650 8.115
H 1.470 -0.619 -2.784
H 0.683 1.481 6.455
H -4.532 3.287 -6.135
O -9.552 -5.791 2.118
O 5.920 1.084 -5.011
H 3.482 -4.764 4.994
H -5.993 -4.646 3.084
H 4.733 -1.299 -0.948
O 0.061 -2.192 8.507
C 6.506 0.226 -4.126
C 0.122 5.974 0.072
C 1.253 0.820 3.163
H -1.483 4.748 -1.844
H -0.113 5.116 -2.922
H 0.184 -1.011 1.374
H 1.587 0.840 2.019
C 0.506 -1.095 8.212
H -5.402 -6.716 2.042
O 7.657 0.754 -3.615
H 2.187 -3.706 2.437
C -3.071 -3.818 -0.151
H -6.086 -6.227 0.472
H 5.915 0.519 -0.680
H 4.055 -4.915 3.314
O -0.667 6.992 -0.380
O 0.312 5.030 -0.896
C -0.722 -0.450 1.900
H -0.154 -0.685 4.154
H -3.297 2.915 -4.906
C -0.454 1.507 -2.006
C 6.343 -0.454 1.337
C -0.279 0.178 3.349
O -4.003 2.290 -2.938
C 3.753 -0.647 -0.810
C -2.409 2.938 -7.901
H 1.320 1.939 3.539
C 5.434 0.576 0.400
H 2.656 0.342 7.181
C 1.131 1.358 -1.564
C -3.399 1.485 -6.524
O -2.995 1.706 -7.862
H 8.656 1.664 -5.157
O -2.597 3.611 -6.729
C -1.474 -0.158 -0.320
C 7.944 1.919 -4.365
C -6.319 0.419 -1.280
H 2.382 1.371 8.609
F -4.279 -3.262 0.502
H 1.578 2.434 -1.453
H 4.150 -0.219 -3.064
H -6.123 -1.369 -2.480
H -0.079 7.423 -2.296
H 1.403 -4.450 3.853
O -7.470 -6.713 1.904
C -4.703 1.413 -2.459
O 0.596 5.915 1.194
H -4.800 -1.122 -1.314
C 0.609 0.995 7.431
H 6.665 -1.429 0.741
O 3.994 0.180 0.402
H 1.260 0.820 -0.506
C -6.308 -4.753 2.041
H 6.683 2.803 -5.883
H -7.278 0.603 -1.776
O 3.616 -0.916 4.692
N -1.086 0.650 0.899
F -0.710 -3.353 0.609
H -2.624 0.904 -6.012
C -2.142 -1.309 1.793
C -8.344 -5.669 2.001
H 1.976 1.042 -3.662
H 2.073 0.169 3.718
F -1.130 1.305 3.804
O 1.657 -0.568 8.722
C -3.534 2.867 -5.973
H -1.820 7.102 -2.099
C -1.803 -2.731 -0.229
C 3.347 -2.057 4.356
C 6.609 2.316 -4.906
H 5.540 1.682 0.786
*
```


Formula: C35H53FeN4OP2
Source: OMol25
Level of theory: the ωB97M-V functional and the def2-TZVPD basis

**Highest occupied orbital energy (spin up / spin down)**: -8.818 / -8.641 eV

```
! RIJCOSX wB97M-V def2-TZVPD def2/J DEFGRID3
* xyz 1 5
H -2.758 4.802 -0.013
C -2.499 -5.304 -0.864
H 4.235 -2.811 1.872
C -2.792 3.721 -2.605
H -0.607 3.922 4.381
C 0.356 -0.562 -3.837
H -2.085 -0.573 2.051
H -2.266 3.295 -3.471
H 5.811 -1.390 1.003
H -2.386 -5.157 -3.028
C -1.806 -3.316 -2.065
H 4.233 2.104 1.412
C -1.856 -3.320 0.368
H 5.299 0.897 2.207
H -0.623 4.652 -1.416
H -4.144 -0.474 -3.137
C 2.872 -1.169 2.391
H -4.121 1.032 0.952
C 5.722 -0.772 0.105
N -0.128 1.442 2.244
H 3.712 0.568 3.463
C 2.800 -0.041 3.433
H -5.063 1.876 -2.733
C -4.142 0.592 -1.214
C 1.511 -1.295 -4.138
H 3.194 -2.358 -3.220
C -1.090 0.991 3.062
C 4.104 -2.047 2.651
C 5.016 1.353 1.247
C -0.577 3.036 3.771
H -1.566 -2.814 -3.005
H 2.670 -0.498 4.426
H -5.416 -0.066 0.406
C 0.074 -0.281 -2.494
H -6.189 1.157 -1.568
H -0.246 3.335 -0.298
C -2.189 3.175 -1.303
H 3.753 1.739 -1.230
C 1.852 1.879 0.269
H -0.366 -0.277 -4.603
H -2.845 -6.340 -0.872
P -2.372 1.282 -1.329
H -2.049 1.802 4.739
C -2.296 -4.648 0.360
H 0.926 3.355 2.204
C 0.188 2.733 2.682
H 6.678 -0.242 -0.031
N -1.373 1.931 3.992
H -1.652 -2.794 1.306
H -2.486 -5.157 1.304
H -5.202 2.540 -1.071
C -1.312 -1.183 -0.778
O 2.189 3.002 0.135
C -4.360 0.210 0.263
C -1.681 -2.625 -0.836
N -0.792 -0.675 0.289
H -3.751 -0.660 0.545
C 2.079 -1.201 -1.811
C 4.505 0.947 -1.190
H 5.023 -1.456 2.758
C -1.338 -0.352 -1.966
C -0.707 3.564 -1.263
C 1.603 -2.036 2.501
H 5.481 1.398 -1.423
H 5.905 1.881 0.868
H 1.725 -1.608 -5.160
C -1.808 -0.293 3.078
H -2.340 3.312 0.867
H -3.862 3.514 -2.708
C -2.241 -4.644 -2.072
H -5.413 -0.959 -2.008
H 2.236 -2.559 -0.138
H -2.713 -0.194 3.693
H -2.654 4.813 -2.612
H 0.678 -1.455 2.354
C -4.355 -0.667 -2.079
H 5.587 -1.427 -0.764
N 1.087 -0.325 -1.587
H -3.769 -1.528 -1.735
H 4.286 0.203 -1.968
C 4.613 0.298 0.204
C 2.338 -1.698 -3.090
H -0.128 3.061 -2.048
H 1.603 -2.861 1.776
C -2.854 3.705 -0.023
C -5.195 1.622 -1.672
H 3.788 -2.131 -0.878
P 2.931 -0.398 0.674
H -3.918 3.455 0.063
Fe 0.618 0.388 0.464
H 1.945 0.624 3.255
H -1.988 -0.707 -2.767
H 1.566 -2.469 3.513
H 3.950 -2.574 3.605
C 2.808 -1.730 -0.591
H -1.178 -1.087 3.504
*
```


Formula: C35H53InNOP3
Source: OMol25
Level of theory: the ωB97M-V functional and the def2-TZVPD basis

**Highest occupied orbital energy**: -13.024 eV

```
! RIJCOSX wB97M-V def2-TZVPD def2/J DEFGRID3
* xyz 2 1
P -0.452 -2.457 -1.877
O -3.950 -0.230 -0.190
C -1.782 -0.511 2.718
H 0.401 5.382 0.717
C 4.068 -1.383 3.499
C 0.281 1.739 3.864
H 0.337 -5.526 0.167
H -3.118 4.162 -1.371
H 0.971 -2.694 -3.819
C 1.192 2.581 -2.475
In -0.610 0.028 -1.019
H 0.440 -3.135 0.182
H -0.836 -5.594 -1.153
C -3.062 3.398 -2.153
H 5.313 -1.161 0.349
C -1.525 3.302 0.868
H -1.129 -5.232 -3.140
H 0.797 5.158 -1.006
H 0.536 3.036 0.437
C 1.647 3.713 4.250
H -0.707 -3.749 4.577
C 0.025 4.989 -0.242
C -1.666 3.299 -2.766
H 4.349 -1.628 4.534
H 2.762 1.276 -1.631
H 2.979 -0.501 -0.126
H -0.486 1.057 4.193
H -1.134 5.412 -2.574
C -1.654 -3.524 0.420
H 6.018 -1.723 2.675
H 1.019 2.932 -3.506
H -3.160 -4.188 -1.931
H 1.764 -3.267 -2.370
P 0.692 0.004 1.607
H -1.720 2.557 -3.579
H -1.931 -4.629 -4.600
H -1.990 2.309 0.784
H 0.848 -5.082 -1.462
C -1.212 4.639 -3.346
H 1.923 4.550 4.892
H -0.872 5.567 -0.494
H -2.086 -2.517 0.485
C -1.028 -2.833 4.049
H -1.209 3.442 1.911
C -0.463 -0.965 2.615
C -2.698 -1.169 3.543
C 1.161 -2.444 -2.759
C 3.280 -0.759 0.880
H 2.578 -1.060 -3.634
H 2.515 2.234 1.322
H -3.019 -2.845 4.875
H -1.426 -3.825 1.448
C 0.012 -5.025 -0.759
H -3.424 -2.431 -1.959
H -1.740 0.111 -2.348
C 2.076 1.303 -2.477
C -0.320 3.512 -0.060
H -3.775 3.700 -2.929
C 0.931 1.537 2.636
H -2.429 -4.203 0.050
C 2.745 -0.995 3.237
C -3.069 -3.286 -2.545
H -3.769 -3.415 -3.380
N 1.308 0.056 -2.450
H 0.808 0.126 -3.306
H -0.232 -4.248 -4.321
P -0.441 2.537 -1.630
C -1.661 -3.106 -3.110
C 0.630 2.826 4.650
C -1.196 -4.378 -3.824
H 3.107 4.172 2.721
C 2.063 -1.176 -2.668
H -0.253 4.562 -3.868
H -3.693 -0.773 3.657
H -1.957 4.973 -4.078
C 1.979 2.403 2.237
H 2.020 -0.929 4.079
H 2.795 -1.257 -1.877
H -2.083 0.419 2.222
H 0.107 2.986 5.599
H -1.705 -2.280 -3.841
C 2.311 3.479 3.042
C -2.845 -0.455 -0.442
C -2.305 -2.314 4.226
H -2.302 4.051 0.669
H 2.655 1.294 -3.412
H 1.791 3.364 -2.007
H 0.893 -2.624 3.063
C 2.332 -0.730 1.917
C -0.117 -2.196 3.200
C -0.371 -3.588 -0.413
C 4.985 -1.453 2.448
H -3.424 2.452 -1.736
C 4.593 -1.132 1.149
*
```


Formula: C35H54CsGe2N3O11P2S
Source: OMol25
Level of theory: the ωB97M-V functional and the def2-TZVPD basis

**Highest occupied orbital energy**: -0.058 eV

```
! RIJCOSX wB97M-V def2-TZVPD def2/J DEFGRID3
* xyz -2 1
H -1.596 3.972 4.363
H 4.232 -1.256 1.297
C 5.125 -0.061 2.870
C -5.861 1.202 -2.973
H 2.262 -2.924 -7.615
C -7.376 -0.218 -1.802
C -5.284 0.435 -0.712
C 5.223 -0.955 1.640
C -0.614 4.230 4.753
H -2.526 -1.325 -3.437
C -0.404 -3.189 -4.843
O 0.869 -2.438 2.927
H 1.299 0.520 -4.538
H -0.513 4.297 -2.028
C -7.080 0.511 -2.950
C -6.522 -0.272 -0.712
H -4.064 1.730 -1.933
O 1.474 2.527 1.712
O -4.825 -0.058 1.531
P 0.552 3.718 2.346
H -0.434 2.405 -0.428
H 4.529 4.205 2.310
H -8.304 -0.783 -1.758
Ge 0.063 -1.643 -1.699
H -2.089 -1.992 -0.460
H 0.232 3.301 -3.288
H 3.327 -3.592 -0.788
C 4.466 3.691 1.352
C 0.570 -2.193 -4.756
H -6.616 -1.130 2.140
O 1.246 0.668 4.153
H 4.758 1.032 -1.600
H 0.972 -3.181 0.076
C 0.582 -1.274 -3.601
H -2.991 -5.425 2.908
C -3.910 -3.621 2.304
H -1.338 1.924 -1.851
H 1.148 3.749 -1.845
C 2.642 1.101 -1.040
O 4.020 2.075 3.932
H 4.707 -0.611 3.715
O -1.234 1.113 4.540
H -5.594 1.782 -3.852
H -1.208 -4.819 -5.977
O 0.595 1.799 6.306
C -1.823 -2.109 -1.514
H -0.634 4.128 5.840
N -4.347 0.482 0.237
N -2.408 -1.720 1.829
H -6.770 -0.907 0.123
C -1.533 -3.824 2.668
C -2.750 -1.246 -2.367
H 3.754 -0.184 -2.398
C -4.996 1.174 -1.907
H 2.923 -2.697 -2.259
H -7.759 0.539 -3.793
H -2.671 -0.196 -2.083
H -4.911 -4.027 2.273
H 5.781 -1.861 1.875
H 2.982 -1.860 -0.713
H 5.726 -0.455 0.812
C -2.849 -4.380 2.649
H 5.067 4.239 0.624
C -4.787 -1.399 1.772
H 1.961 0.540 4.788
C 0.519 -3.969 -6.925
H 0.499 -4.655 -7.763
H 6.083 0.361 3.179
H 2.633 2.140 -0.705
C 1.529 -2.116 -5.769
H -0.667 -4.386 2.986
H 3.423 3.715 1.042
C 1.506 -2.995 -6.842
H -0.395 5.264 4.474
C -0.342 2.200 -1.497
H -1.926 -3.174 -1.753
O 1.463 4.910 2.391
H 2.783 0.484 -0.147
H 0.916 -4.012 -1.473
O -6.069 -1.917 2.046
H -3.795 -1.520 -2.213
Cs -1.971 1.126 1.869
O 0.228 -0.955 1.410
C -0.075 -1.890 2.128
C -3.720 -2.204 1.962
C -1.425 -2.518 2.223
Ge 0.838 0.659 -1.766
H 2.522 3.020 4.366
S 3.978 1.312 2.626
C 0.160 3.456 -2.208
H 0.984 1.724 1.483
H -1.148 -3.264 -4.058
C 1.203 -3.077 -0.985
C 3.771 0.848 -2.039
C 0.974 0.010 -3.627
O -0.789 3.748 1.716
P 0.119 1.595 4.898
N 1.778 3.664 4.698
H 2.307 -1.364 -5.701
H 4.943 1.746 0.518
C 4.991 2.269 1.475
C 0.420 3.275 4.148
H 1.989 4.589 4.300
H 6.013 2.246 1.861
H 1.622 -1.835 2.843
H 1.732 3.594 5.717
C 2.692 -2.798 -1.194
C -0.436 -4.061 -5.922
H 3.677 1.495 -2.914
*
```